Molecular formula: C7H12O3
Method: DFT, ωB97M-V/def2-TZVPD

ORCA input file:
```
! RIJCOSX wB97M-V def2-TZVPD def2/J DEFGRID3
* xyz 0 1
C 1.227 1.584 0.782
C 0.375 0.825 -0.149
C 1.265 -0.287 -0.564
C -0.012 -1.259 1.052
C -0.625 0.179 0.758
C -1.684 -0.074 -0.116
C -2.791 0.846 -0.333
H 1.552 0.646 1.530
H 0.642 2.265 1.553
H 2.053 2.074 0.245
H -0.003 1.396 -1.073
H 0.703 -0.821 -1.302
H 2.805 -0.371 -2.211
H 0.368 -1.716 2.082
H -0.721 -1.909 0.693
H -1.080 0.617 1.589
H -2.605 2.019 -0.660
H -3.539 1.093 0.481
H -3.310 0.470 -1.226
O 2.507 0.211 -0.995
O 1.300 -1.146 0.477
O -1.733 -1.145 -0.768
*
```

Properties
Energy above the lowest of the compared OMol25 structures with the same formula, charge and spin = 5.6912 eV
LUMO level = -0.16 eV
E_HOMO = -9.32 eV

Molecular formula: C7H12O4Se
Method: DFT, ωB97M-V/def2-TZVPD

ORCA input file:
```
! RIJCOSX wB97M-V def2-TZVPD def2/J DEFGRID3
* xyz 0 1
C -0.024 1.297 -0.371
C -0.003 -1.391 -0.849
C -1.997 2.746 1.235
C 2.410 -3.151 1.153
C -1.370 3.156 -0.048
C 0.994 -2.746 0.840
C 0.355 -0.259 -1.783
O 0.622 1.204 0.574
O -1.167 -1.581 -0.456
O -0.971 2.031 -0.843
O 1.108 -1.811 -0.303
Se -0.983 0.075 -3.209
H -2.104 3.619 1.704
H -3.150 2.456 1.053
H -1.556 2.031 1.830
H 2.840 -2.488 1.873
H 2.534 -4.160 1.494
H 2.957 -3.201 0.247
H -0.492 3.805 0.232
H -2.150 3.704 -0.644
H 0.561 -2.315 1.738
H 0.214 -3.620 0.609
H 1.406 -0.254 -2.033
H -0.034 0.852 -4.041
*
```

Properties
Energy above the lowest of the compared OMol25 structures with the same formula, charge and spin = 0.9642 eV
LUMO level = 0.61 eV
E_HOMO = -7.98 eV

Molecular formula: C7H12OS
Method: DFT, ωB97M-V/def2-TZVPD

ORCA input file:
```
! RIJCOSX wB97M-V def2-TZVPD def2/J DEFGRID3
* xyz 0 1
C -1.190 0.017 0.851
C 0.454 1.228 -1.290
C 0.985 0.102 -0.381
C -0.375 2.213 -0.549
C -0.083 -0.786 0.287
C 0.572 -1.588 1.425
C -0.735 -1.728 -0.739
O -2.080 -0.113 1.616
S 0.415 3.189 0.670
H 1.349 1.706 -1.708
H -0.124 0.812 -2.115
H 1.654 -0.536 -0.962
H 1.576 0.578 0.405
H -1.261 2.633 -0.990
H 1.267 -2.316 1.011
H -0.183 -2.113 2.006
H 1.120 -0.929 2.095
H 0.040 -2.236 -1.308
H -1.364 -1.173 -1.431
H -1.351 -2.471 -0.238
H -0.688 3.508 1.343
*
```

Properties
Energy above the lowest of the compared OMol25 structures with the same formula, charge and spin = 2.3495 eV
LUMO level (spin up / spin down) = 0.72 / 0.67 eV
E_HOMO (spin up / spin down) = -7.12 / -6.97 eV

Molecular formula: C7H12S
Method: DFT, ωB97M-V/def2-TZVPD

ORCA input file:
```
! RIJCOSX wB97M-V def2-TZVPD def2/J DEFGRID3
* xyz 0 1
C -2.810 -0.007 0.630
S -2.128 -0.935 -0.745
C -0.362 -0.801 -0.402
C 0.454 -1.774 -0.033
C 1.863 -1.350 0.119
C 1.840 0.166 -0.134
C 0.445 0.432 -0.694
C -0.074 1.796 -0.231
H -3.863 -0.054 0.599
H -2.569 -0.478 1.558
H -2.557 1.077 0.666
H 0.181 -2.750 0.254
H 2.602 -1.873 -0.554
H 2.220 -1.610 1.109
H 2.654 0.462 -0.827
H 2.016 0.686 0.870
H 0.607 0.461 -1.801
H -0.143 1.856 0.829
H -1.000 2.126 -0.657
H 0.625 2.572 -0.555
*
```

Properties
Energy above the lowest of the compared OMol25 structures with the same formula, charge and spin = 1.0971 eV
LUMO level = 0.97 eV
E_HOMO = -8.55 eV

Molecular formula: C7H12S
Method: DFT, ωB97M-V/def2-TZVPD

ORCA input file:
```
! RIJCOSX wB97M-V def2-TZVPD def2/J DEFGRID3
* xyz 0 1
C -1.964 -0.420 -0.453
C -0.445 -0.585 -0.823
C 0.177 -1.951 -0.460
C 0.496 -1.973 1.027
C 0.693 -0.939 1.786
C 0.555 0.471 1.314
C 0.496 0.492 -0.262
S 0.143 2.227 -0.808
H -2.098 -0.661 0.597
H -2.536 -1.076 -1.082
H -2.281 0.631 -0.583
H -0.440 -0.502 -1.876
H -0.467 -2.833 -0.629
H 1.089 -2.206 -1.059
H 0.481 -2.954 1.428
H 1.019 -1.054 2.807
H 1.503 1.095 1.616
H -0.317 0.997 1.697
H 1.476 0.222 -0.609
H 0.230 2.147 -2.157
*
```

Properties
Energy above the lowest of the compared OMol25 structures with the same formula, charge and spin = 0.9986 eV
LUMO level = 0.89 eV
E_HOMO = -9.02 eV

Molecular formula: C7H13B
Method: DFT, ωB97M-V/def2-TZVPD

ORCA input file:
```
! RIJCOSX wB97M-V def2-TZVPD def2/J DEFGRID3
* xyz 0 1
C 1.810 -0.903 3.189
C 1.121 -1.283 1.874
B 1.197 -0.855 0.584
C 1.407 -0.039 -0.740
C 0.099 0.603 -1.354
C -0.773 1.552 -0.573
C -1.298 0.171 -1.011
C -2.276 0.340 -2.119
H 2.236 -1.805 3.485
H 1.078 -0.506 3.759
H 2.605 -0.264 3.092
H 0.395 -2.211 1.883
H 2.102 0.655 -0.199
H 1.938 -0.452 -1.650
H 0.451 0.735 -2.348
H -0.491 1.736 0.440
H -0.909 2.485 -1.112
H -1.200 -0.645 -0.283
H -2.152 1.183 -2.616
H -3.170 0.234 -1.683
H -2.220 -0.596 -2.755
*
```

Properties
Energy above the lowest of the compared OMol25 structures with the same formula, charge and spin = 2.7716 eV
LUMO level = 0.72 eV
E_HOMO = -8.10 eV

Molecular formula: C7H13BrNS
Method: DFT, ωB97M-V/def2-TZVPD

ORCA input file:
```
! RIJCOSX wB97M-V def2-TZVPD def2/J DEFGRID3
* xyz 1 1
C 1.298 -1.690 -0.111
C 1.023 -0.203 0.198
C 0.117 -0.063 1.381
C -1.025 1.006 1.124
N -1.806 0.682 -0.171
C -2.759 -0.382 0.065
S -2.498 -1.887 0.549
Br -4.624 0.265 -0.263
C -0.975 0.270 -1.277
C 0.542 0.503 -1.073
H 2.174 -1.750 -0.764
H 1.523 -2.181 0.815
H 0.362 -2.156 -0.460
H 1.966 0.276 0.361
H 0.606 0.397 2.291
H -0.346 -1.074 1.459
H -1.764 1.114 1.885
H -0.571 1.849 0.765
H -2.403 1.428 -0.563
H -1.384 0.917 -2.122
H -1.112 -0.684 -1.746
H 1.197 0.238 -1.818
H 0.739 1.545 -1.002
*
```

Properties
Energy above the lowest of the compared OMol25 structures with the same formula, charge and spin = 0.6671 eV
LUMO level = -5.21 eV
E_HOMO = -13.64 eV

Molecular formula: C7H13Ca2F6N2O3PS3
Method: DFT, ωB97M-V/def2-TZVPD

ORCA input file:
```
! RIJCOSX wB97M-V def2-TZVPD def2/J DEFGRID3
* xyz 2 1
O 1.215 0.503 1.491
S 1.593 -0.606 0.677
O 1.293 -0.526 -0.705
C 0.726 -2.005 1.355
C 1.157 -3.419 0.809
N 2.427 -3.371 0.073
C 3.553 -3.402 0.403
S 5.110 -2.891 0.565
H 2.929 -0.819 0.860
H -0.333 -1.844 1.144
H 0.846 -1.981 2.442
H 0.418 -3.689 0.015
C -3.940 0.022 0.979
S -3.758 -1.633 1.614
O -2.248 -1.872 1.903
C -4.083 -2.471 0.063
H -3.734 0.723 1.786
H -3.239 0.188 0.159
H -4.968 0.144 0.638
H -3.372 -2.133 -0.696
H -5.102 -2.255 -0.254
H -3.984 -3.553 0.214
C 1.644 3.853 0.466
C 0.513 4.712 0.192
N -0.391 5.347 -0.120
H 2.093 4.100 1.429
H 1.301 2.821 0.482
H 2.388 3.958 -0.318
Ca -1.230 -3.901 1.484
F 0.502 2.957 -4.777
P 0.864 2.724 -3.191
F 2.089 2.685 -2.034
F 1.720 1.475 -3.872
F 1.376 4.287 -3.221
F 0.188 1.490 -2.250
F -0.628 3.343 -2.877
Ca 5.065 -2.961 3.068
*
```

Properties
LUMO level = -9.97 eV
E_HOMO = -12.66 eV

Molecular formula: C7H13MgNOP
Method: DFT, ωB97M-V/def2-TZVPD

ORCA input file:
```
! RIJCOSX wB97M-V def2-TZVPD def2/J DEFGRID3
* xyz -1 1
C -0.376 1.342 -1.780
C -0.301 0.450 -2.861
C -0.374 -0.969 -2.964
C -0.955 -1.818 -1.931
C -1.453 -1.231 -0.794
Mg 0.471 -0.463 -1.023
P -0.506 2.316 0.113
H -0.194 2.386 -2.164
H -0.140 0.946 -3.841
H -0.147 -1.415 -3.964
H -2.067 -1.705 -0.001
H -0.972 -2.893 -2.214
H -1.830 2.429 0.679
H -0.535 3.573 -0.547
H 0.575 2.684 0.991
C 1.894 -0.972 3.009
C 0.966 -0.532 1.910
N -0.293 -0.191 2.238
O 1.419 -0.510 0.709
H 1.400 -0.960 4.000
H 2.785 -0.310 3.008
H 2.248 -1.986 2.740
H -0.970 -0.014 1.492
H -0.643 -0.157 3.195
*
```

Properties
LUMO level = 2.68 eV
E_HOMO = -0.43 eV

Molecular formula: C7H13N
Method: DFT, ωB97M-V/def2-TZVPD

ORCA input file:
```
! RIJCOSX wB97M-V def2-TZVPD def2/J DEFGRID3
* xyz 0 1
C 2.123 -1.020 -0.722
C 2.406 0.124 0.204
C 1.372 1.175 0.143
C 0.015 0.820 -0.032
C -0.940 2.135 0.064
C -0.742 -0.458 0.276
C -1.745 -1.012 -0.803
N -0.417 -1.651 1.116
H 1.494 -0.504 -1.639
H 2.383 -2.243 -0.837
H 2.885 0.002 1.244
H 1.833 2.105 -0.013
H -0.248 3.020 0.082
H -1.653 1.970 -0.764
H -1.602 2.101 1.023
H -1.530 -0.146 1.203
H -2.103 0.063 -1.164
H -1.012 -1.462 -1.708
H -2.577 -1.645 -0.419
H -0.226 -1.197 2.008
H 0.282 -2.179 0.737
*
```

Properties
Energy above the lowest of the compared OMol25 structures with the same formula, charge and spin = 6.2223 eV
LUMO level = 0.58 eV
E_HOMO = -8.76 eV

Molecular formula: C7H13N
Method: DFT, ωB97M-V/def2-TZVPD

ORCA input file:
```
! RIJCOSX wB97M-V def2-TZVPD def2/J DEFGRID3
* xyz 0 1
C -1.362 1.383 0.185
C -0.028 0.606 -0.196
C 0.919 1.455 -1.075
C 0.806 0.211 1.308
N 0.670 -1.266 1.464
C -0.351 -1.709 0.509
C -0.539 -2.080 -0.915
C 0.187 -0.839 -0.727
H -2.038 1.360 -0.792
H -1.820 0.750 0.931
H -1.114 2.517 0.354
H 1.248 2.368 -0.409
H 0.415 1.899 -1.908
H 1.926 0.923 -1.207
H 1.772 0.593 0.971
H 0.429 0.822 2.256
H 0.491 -1.528 2.528
H -1.313 -1.447 0.734
H -1.557 -2.211 -1.330
H 0.035 -2.858 -1.635
H 1.224 -0.950 -1.049
*
```

Properties
Energy above the lowest of the compared OMol25 structures with the same formula, charge and spin = 5.9645 eV
LUMO level = 0.97 eV
E_HOMO = -8.23 eV

Molecular formula: C7H13N
Method: DFT, ωB97M-V/def2-TZVPD

ORCA input file:
```
! RIJCOSX wB97M-V def2-TZVPD def2/J DEFGRID3
* xyz 0 1
C 2.047 -0.593 -0.006
C 0.710 0.144 -0.020
N 1.084 1.538 0.074
C -0.320 -0.425 -1.014
C -1.475 0.501 -0.771
C -1.366 0.574 0.782
C -0.265 -0.373 1.048
C -0.640 -1.508 0.010
H 2.677 -0.301 -0.851
H 2.530 -0.394 0.910
H 1.936 -1.656 -0.135
H 1.795 1.737 -0.660
H 0.301 2.036 -0.144
H -0.052 -0.772 -2.033
H -2.491 0.110 -1.029
H -1.471 1.459 -1.399
H -2.336 0.357 1.348
H -1.003 1.543 1.104
H 0.013 -0.641 2.058
H 0.042 -2.322 0.071
H -1.680 -1.836 0.063
*
```

Properties
Energy above the lowest of the compared OMol25 structures with the same formula, charge and spin = 1.3484 eV
LUMO level = 1.11 eV
E_HOMO = -9.34 eV

Number 1: largest force on an atom 6.24 eV Å⁻¹. Number 2: largest force on an atom 6.21 eV Å⁻¹. Number 3: largest force on an atom 2.25 eV Å⁻¹. Number 4: largest force on an atom 1.94 eV Å⁻¹. Number 5: largest force on an atom 2.84 eV Å⁻¹. Number 6: largest force on an atom 6.94 eV Å⁻¹. Number 7: largest force on an atom 5.70 eV Å⁻¹. Number 8: largest force on an atom 3.38 eV Å⁻¹. Number 9: largest force on an atom 3.18 eV Å⁻¹. Number 10: largest force on an atom 6.33 eV Å⁻¹. Number 11: largest force on an atom 5.93 eV Å⁻¹. Number 12: largest force on an atom 3.28 eV Å⁻¹.